{"formula": "C61H46NP3SiTl", "method": "wB97M-V/def2-TZVPD", "species": ["Tl", "C", "C", "C", "C", "C", "C", "P", "C", "C", "C", "C", "C", "C", "C", "C", "C", "C", "C", "C", "Si", "C", "C", "C", "C", "C", "C", "P", "C", "C", "C", "C", "C", "C", "C", "C", "C", "C", "C", "C", "C", "C", "C", "C", "C", "C", "P", "C", "C", "C", "C", "C", "C", "C", "C", "C", "C", "C", "C", "H", "H", "H", "H", "H", "H", "H", "H", "H", "H", "H", "H", "H", "H", "H", "H", "H", "H", "H", "H", "H", "H", "H", "H", "H", "H", "H", "H", "H", "H", "H", "H", "H", "H", "H", "H", "H", "H", "H", "H", "H", "H", "N", "C", "C", "C", "C", "C", "C", "C", "H", "H", "H", "H"], "positions_angstrom": [[-0.10133, 0.00636, -0.53142], [0.39126, 6.66895, 0.27150], [1.24430, 5.67908, -0.19740], [0.97150, 4.34956, 0.07677], [-0.14705, 4.00368, 0.83713], [-1.01492, 4.99572, 1.28225], [-0.73801, 6.32604, 1.00110], [-0.38502, 2.22848, 1.14957], [-2.10916, 2.13403, 1.75370], [-3.08838, 1.88938, 0.78826], [-4.42976, 1.87087, 1.13460], [-4.80845, 2.10982, 2.44693], [-3.84146, 2.34951, 3.41067], [-2.49612, 2.34843, 3.07390], [0.63996, 1.87055, 2.62632], [0.71839, 2.82770, 3.63866], [1.36086, 2.54870, 4.83281], [1.92712, 1.29790, 5.02958], [1.89326, 0.35972, 4.01155], [1.27723, 0.62457, 2.78528], [1.50232, -0.67509, 1.40889], [0.96014, -2.37157, 2.05619], [1.89087, -3.16921, 2.72995], [1.54287, -4.39888, 3.26282], [0.24557, -4.86968, 3.12449], [-0.68887, -4.10448, 2.44946], [-0.34674, -2.86258, 1.91285], [-1.66867, -1.93976, 1.03427], [-3.02261, -2.14392, 2.24118], [-2.75943, -1.62794, 3.51061], [-3.70037, -1.74018, 4.51837], [-4.92819, -2.33258, 4.25806], [-5.19969, -2.83167, 2.99441], [-4.24868, -2.74894, 1.98618], [-2.04529, -3.02891, -0.37882], [-1.14682, -3.98296, -0.85451], [-1.42906, -4.68427, -2.01876], [-2.60846, -4.45041, -2.70960], [-3.49857, -3.48729, -2.25385], [-3.20823, -2.76412, -1.10842], [3.31060, -0.67929, 0.82687], [4.31673, -0.92619, 1.76716], [5.63867, -1.09484, 1.39214], [5.99512, -1.01208, 0.05343], [5.03091, -0.70162, -0.88909], [3.69772, -0.52631, -0.51627], [2.51083, 0.01383, -1.79565], [3.44210, 1.30236, -2.68163], [3.60411, 1.34182, -4.06146], [4.18350, 2.45579, -4.65513], [4.59731, 3.52761, -3.88068], [4.43425, 3.49313, -2.50100], [3.84912, 2.39060, -1.90463], [2.31729, -1.41777, -2.90073], [1.39598, -1.26784, -3.94334], [1.10082, -2.33302, -4.77716], [1.69656, -3.56775, -4.55630], [2.57932, -3.73371, -3.50009], [2.89329, -2.66453, -2.67176], [0.60044, 7.70885, 0.05819], [2.11364, 5.94368, -0.78551], [1.62204, 3.56850, -0.30496], [-1.90550, 4.73357, 1.84029], [-1.41068, 7.09871, 1.34991], [-2.79518, 1.72439, -0.24161], [-5.18157, 1.68088, 0.37897], [-5.85534, 2.10193, 2.72086], [-4.13612, 2.52884, 4.43666], [-1.75475, 2.52904, 3.83987], [0.26873, 3.80126, 3.48575], [1.40694, 3.30051, 5.60968], [2.40604, 1.05990, 5.97047], [2.35225, -0.60911, 4.17891], [2.91443, -2.82699, 2.82771], [2.28361, -4.99118, 3.78459], [-0.03664, -5.82885, 3.53851], [-1.70319, -4.46844, 2.33498], [-1.79860, -1.16238, 3.70628], [-3.47716, -1.35829, 5.50649], [-5.66984, -2.40867, 5.04271], [-6.15184, -3.30581, 2.79299], [-4.45842, -3.18040, 1.01692], [-0.22567, -4.17906, -0.32094], [-0.72314, -5.41874, -2.38466], [-2.83034, -5.00998, -3.60894], [-4.41301, -3.28836, -2.79853], [-3.87645, -1.97588, -0.77836], [4.06571, -0.97201, 2.82057], [6.39255, -1.29029, 2.14371], [7.02143, -1.17119, -0.25017], [5.30866, -0.58303, -1.93013], [3.28856, 0.50360, -4.66959], [4.31109, 2.48519, -5.72946], [5.04661, 4.39298, -4.34974], [4.75915, 4.32754, -1.89235], [3.71094, 2.35628, -0.82804], [0.90686, -0.30943, -4.08693], [0.40041, -2.20241, -5.59210], [1.46494, -4.40239, -5.20519], [3.02704, -4.70216, -3.31746], [3.58238, -2.80698, -1.85005], [-4.48564, 2.40930, -6.29512], [-3.82617, 2.05150, -5.42489], [-3.00440, 1.58757, -4.34688], [-2.34961, 2.49523, -3.51661], [-1.55174, 2.02889, -2.48340], [-1.41244, 0.66316, -2.26521], [-2.05672, -0.24032, -3.09960], [-2.85319, 0.21729, -4.13767], [-2.46589, 3.55840, -3.67934], [-1.04636, 2.75193, -1.85214], [-1.94476, -1.30728, -2.95800], [-3.35457, -0.48411, -4.79167]], "forces_ev_per_angstrom": [[0.0162, 0.4329, -0.2895], [-0.0261, 0.0087, 0.0123], [0.0550, -0.0102, -0.0368], [-0.0409, 0.0237, 0.0620], [0.1649, -0.1702, -0.2548], [-0.0085, -0.0486, 0.0105], [-0.0105, 0.0609, -0.0057], [-0.2946, 0.1583, 0.4444], [0.0513, -0.1215, -0.1398], [0.0802, 0.0172, 0.0653], [-0.0504, 0.0184, -0.0541], [-0.0227, -0.0421, 0.0123], [-0.0112, -0.0700, 0.1260], [0.0408, 0.0382, -0.0499], [0.0565, -0.0630, -0.0979], [0.0118, -0.0036, -0.0732], [-0.0038, -0.0098, 0.0057], [0.0260, 0.0475, 0.0334], [0.0014, -0.1247, -0.0359], [-0.1453, 0.0046, -0.3442], [-0.5490, -0.0103, -0.3520], [0.1400, 0.1910, -0.1480], [0.0595, 0.0431, -0.0123], [0.0362, -0.0365, 0.0303], [-0.0322, -0.0066, -0.0009], [0.0616, 0.0071, -0.0106], [-0.0065, -0.0176, -0.0431], [-0.1510, -0.2057, 0.2588], [-0.0417, 0.0214, -0.0836], [-0.0451, 0.0026, -0.0552], [0.0551, 0.1311, 0.0373], [-0.0686, -0.0159, 0.0200], [-0.0670, -0.0476, 0.0191], [0.1011, 0.0082, 0.0266], [-0.0461, 0.1567, 0.0010], [-0.0228, 0.0684, 0.0068], [0.0177, -0.0248, -0.0429], [0.0257, -0.0179, -0.0417], [-0.0629, 0.0215, 0.0231], [0.0603, -0.0254, 0.0144], [-0.2815, -0.0108, -0.0417], [-0.0316, 0.0427, 0.0662], [0.0382, -0.0052, 0.0168], [-0.0059, 0.0118, -0.0163], [0.0151, 0.0056, 0.0366], [-0.0998, 0.0022, -0.0083], [0.2314, 0.0184, -0.1291], [-0.1534, 0.0094, 0.0131], [0.0498, -0.0642, 0.0977], [0.0284, 0.0217, -0.0569], [0.0160, 0.0305, -0.0282], [-0.0053, -0.0058, 0.0592], [0.0037, -0.0580, -0.0879], [-0.1819, 0.1435, 0.0263], [0.0495, -0.0221, 0.0603], [-0.0138, 0.0473, -0.0310], [-0.0142, -0.0330, -0.0045], [-0.0017, -0.0491, -0.0049], [0.0014, 0.0488, -0.0227], [-0.0049, -0.0033, -0.0077], [-0.0048, -0.0087, 0.0039], [0.0312, 0.0395, -0.0074], [0.0198, 0.0085, -0.0015], [0.0017, -0.0081, 0.0020], [-0.0734, -0.0204, 0.0122], [0.0245, -0.0023, -0.0054], [0.0066, 0.0045, -0.0067], [0.0122, -0.0020, 0.0009], [0.0002, -0.0255, 0.0308], [0.0016, 0.0220, 0.0233], [0.0063, -0.0072, 0.0033], [0.0120, -0.0045, -0.0106], [-0.0227, 0.0114, 0.0464], [-0.0258, -0.0764, 0.0252], [0.0029, 0.0034, -0.0106], [0.0041, 0.0009, -0.0033], [0.0101, -0.0279, 0.0213], [-0.0180, 0.0331, 0.0662], [-0.0164, 0.0029, -0.0045], [0.0090, -0.0124, -0.0114], [0.0087, 0.0062, -0.0004], [-0.0271, 0.0060, 0.0330], [0.0034, -0.0171, 0.0201], [-0.0063, -0.0042, 0.0087], [0.0017, -0.0016, 0.0045], [0.0068, -0.0067, 0.0000], [-0.0372, -0.0216, -0.0569], [0.0613, -0.0269, -0.0212], [-0.0080, -0.0097, 0.0013], [0.0039, 0.0410, 0.0022], [0.0326, 0.0068, 0.0152], [0.0056, 0.0190, -0.0264], [0.0058, -0.0095, 0.0074], [0.0013, -0.0099, -0.0038], [0.0119, -0.0048, -0.0095], [0.0517, 0.0561, 0.0013], [-0.0203, -0.0317, -0.0564], [0.0000, -0.0044, 0.0039], [-0.0004, -0.0036, 0.0109], [0.0188, 0.0109, -0.0085], [0.0197, 0.0058, 0.0139], [0.0305, -0.0032, 0.0485], [-0.1550, 0.0899, -0.1898], [0.1703, -0.1409, 0.2101], [-0.0237, 0.0143, -0.0635], [0.0248, 0.0679, -0.0039], [0.7938, -0.4231, 0.9791], [0.0593, -0.1132, -0.0020], [0.0047, 0.0498, -0.0402], [-0.0001, -0.0027, -0.0303], [-0.0109, -0.0139, 0.0003], [0.0132, 0.0130, 0.0064], [-0.0159, 0.0108, -0.0025]], "lowdin_charge": [0.633, -0.067, -0.067, -0.094, -0.366, -0.075, -0.063, 1.028, -0.364, -0.099, -0.061, -0.066, -0.067, -0.082, -0.351, -0.093, -0.055, -0.055, -0.092, -0.261, 0.638, -0.275, -0.089, -0.059, -0.052, -0.082, -0.389, 1.022, -0.367, -0.103, -0.073, -0.077, -0.071, -0.080, -0.374, -0.073, -0.068, -0.072, -0.082, -0.137, -0.261, -0.101, -0.055, -0.052, -0.086, -0.385, 1.006, -0.365, -0.075, -0.069, -0.075, -0.076, -0.113, -0.367, -0.122, -0.069, -0.075, -0.071, -0.070, 0.110, 0.107, 0.087, 0.106, 0.111, 0.069, 0.111, 0.110, 0.111, 0.097, 0.108, 0.114, 0.113, 0.095, 0.085, 0.111, 0.113, 0.119, 0.106, 0.108, 0.107, 0.109, 0.091, 0.106, 0.108, 0.109, 0.113, 0.112, 0.087, 0.113, 0.114, 0.119, 0.100, 0.110, 0.108, 0.107, 0.102, 0.103, 0.111, 0.109, 0.109, 0.102, 0.170, -0.178, -0.224, -0.014, -0.138, -0.284, -0.119, -0.014, 0.126, 0.086, 0.084, 0.125], "homo_ha": -0.3545, "multiplicity": 1, "relative_energy_kcal_mol": 0.0, "total_charge": 1, "energy_ha": -3892.73651}